The following is a DFT calculation (ωB97M-V/def2-TZVPD) of C19H31Cl2NO2PbSi as an isolated structure in a non-equilibrium geometry.

Net charge: -2
Strongest force on any atom, eV Å⁻¹: 2.37
LUMO (alpha / beta), Ha: 0.159 / 0.159

Atoms and positions in Å:
C1 0.2849 -1.1864 -2.3709
C2 1.1429 -0.0681 -2.5910
C3 0.3219 1.0938 -2.7080
C4 2.6188 -0.0876 -2.6367
C5 -1.0342 0.6931 -2.5563
C6 -1.0601 -0.7177 -2.3796
C7 -2.2566 -1.5552 -2.2384
C8 0.6992 -2.5824 -2.1541
C9 0.7909 2.4785 -2.9122
C10 -2.1990 1.5946 -2.5726
Pb1 0.4942 -0.1045 1.1755
Cl1 1.8740 1.7741 0.1053
Cl2 2.5008 -1.6915 1.3305
O1 -1.2192 1.0898 0.6778
H1 2.9922 -1.0818 -2.3679
H2 3.0391 0.6389 -1.9239
H3 2.9932 0.1586 -3.6420
H4 1.6993 2.6741 -2.3297
H5 0.0209 3.1957 -2.6028
H6 1.0265 2.6674 -3.9685
H7 -1.9751 2.5429 -2.0681
H8 -3.0480 1.1229 -2.0691
H9 -2.5064 1.8300 -3.6010
H10 -3.1180 -0.9568 -1.9422
H11 -2.0910 -2.3302 -1.4877
H12 -2.5057 -2.0432 -3.1862
H13 1.7324 -2.6387 -1.7998
H14 0.6214 -3.1676 -3.0814
H15 0.0605 -3.0405 -1.3917
H16 -0.8522 1.9888 0.5345
O2 -0.8037 -1.7833 0.7521
H17 -1.6450 -1.2933 0.6687
C11 2.9753 1.4624 3.1966
Si1 1.5545 0.9825 4.3215
C12 2.1383 -0.4082 5.4294
C13 1.0528 2.5288 5.2452
N1 0.1777 0.3582 3.4312
C14 -1.0818 0.0115 3.8337
C15 -1.4862 -1.3615 3.8385
C16 -2.6520 -1.7411 4.4912
C17 -3.5229 -0.7608 4.9899
C18 -3.2554 0.6010 4.7762
C19 -2.0596 0.9926 4.1805
H18 3.7912 1.8580 3.8246
H19 2.6917 2.2264 2.4575
H20 3.3455 0.5895 2.6387
H21 2.9709 -0.0488 6.0539
H22 1.3188 -0.7777 6.0624
H23 2.4860 -1.2402 4.7982
H24 0.8167 3.3386 4.5377
H25 0.1739 2.3733 5.8861
H26 1.8991 2.8534 5.8720
H27 -0.8437 -2.0848 3.3343
H28 -2.8693 -2.8036 4.6204
H29 -4.4272 -1.0635 5.5196
H30 -3.9668 1.3667 5.0977
H31 -1.8227 2.0403 3.9742

Atom charges from the natural (NBO) analysis, given in e for atoms 1 to 8: -0.118 -0.133 -0.134 -0.630 -0.117 -0.086 -0.635 -0.635

The following is a DFT calculation (ωB97M-V/def2-TZVPD) of C19H31ClCuN7O3SSe as an isolated structure.

Strongest force on any atom, eV Å⁻¹: 0.45
LUMO, Ha: -0.045
Energy above the lowest of the compared OMol25 structures with the same formula, charge and spin, kcal/mol: 0.0

Atoms and positions in Å:
Cu1 -0.7380 -0.4335 0.7736
Cl1 -1.1212 -4.7693 -1.7644
C1 -2.2592 -3.9213 -0.6762
C2 -1.7442 -2.6094 -0.1060
O1 -2.3699 -2.1653 0.8782
O2 -0.7737 -2.0270 -0.6563
H1 -2.5107 -4.5922 0.1385
H2 -3.1620 -3.7169 -1.2481
C3 -0.8925 1.4007 -1.6285
N1 -1.5728 2.4479 -2.3808
C4 -1.5609 3.6732 -1.5736
N2 -2.2161 3.4922 -0.2747
C5 -1.5253 2.4252 0.4416
N3 -1.5285 1.1536 -0.3200
C6 -2.9476 0.7794 -0.5677
N4 -3.6615 1.8215 -1.2971
C7 -2.9716 2.0439 -2.5704
C8 -3.5968 3.0597 -0.5173
H3 0.1427 1.7011 -1.4508
H4 -0.9004 0.4648 -2.1909
H5 -2.0755 4.4624 -2.1240
H6 -0.5259 3.9802 -1.4094
H7 -2.0066 2.2458 1.4031
H8 -0.4864 2.7165 0.6111
H9 -3.4225 0.5925 0.3959
H10 -2.9543 -0.1467 -1.1430
H11 -3.4909 2.8263 -3.1260
H12 -2.9983 1.1225 -3.1543
H13 -4.0908 2.8998 0.4424
H14 -4.1246 3.8478 -1.0568
Se1 -3.2638 0.3536 4.6899
N5 -2.1758 -0.6338 5.6760
C9 -1.1231 -0.8717 4.9196
C10 0.0421 -1.5959 5.3358
C11 1.0324 -1.7394 4.4345
C12 0.8953 -1.2190 3.0986
N6 -0.1436 -0.5656 2.6644
C13 -1.1696 -0.3556 3.5738
N7 -2.2513 0.3120 3.2421
H15 0.0992 -2.0000 6.3373
H16 1.9399 -2.2729 4.6810
H17 1.6798 -1.3928 2.3663
C14 3.3088 -3.2409 -3.4022
C15 3.3527 -2.3193 -2.1873
C16 2.0251 -1.5978 -2.0093
S1 1.9342 -0.6276 -0.4959
O3 2.6766 -1.3933 0.5666
C17 2.9654 0.7635 -0.9696
C18 3.0157 1.8072 0.1447
C19 4.0304 1.4889 1.2379
H18 4.2504 -3.7780 -3.5213
H19 3.1249 -2.6811 -4.3217
H20 2.5117 -3.9792 -3.2993
H21 4.1712 -1.6035 -2.2936
H22 3.5574 -2.8927 -1.2832
H23 1.1936 -2.3000 -1.9161
H24 1.8028 -0.9139 -2.8332
H25 2.4951 1.1696 -1.8692
H26 3.9600 0.3921 -1.2271
H27 2.0152 1.9076 0.5818
H28 3.2515 2.7761 -0.3014
H29 3.8414 0.5089 1.6749
H30 3.9975 2.2397 2.0280
H31 5.0431 1.4798 0.8292

Atom charges from the natural (NBO) analysis, given in e for atoms 1 to 8: 0.867 -0.077 -0.473 0.747 -0.753 -0.822 0.232 0.228

no.,M (Da)
1,611.65
2,615.53